Arrangement i

{"formula": "CH2ClNS", "method": "ωB97M-V with the def2-TZVPD basis set", "species": ["C", "N", "S", "Cl", "H", "H"], "xyz": [[-1.7099, -0.5330, 0.8296], [1.1416, -0.0092, -1.1233], [-1.5254, 0.0581, 2.2732], [-0.6688, -0.4801, -0.5407], [0.8474, 0.9501, -1.1086], [1.9150, 0.0141, -0.3301]], "mulliken_charge": [0.20, -0.60, -0.18, 0.07, 0.26, 0.25], "multiplicity": 1, "total_charge": 0, "e_lumo_ev": [-0.9124, -0.6982], "molar_mass_g_mol": 95.55}

---

Arrangement ii

{"formula": "CH2ClNS", "method": "ωB97M-V with the def2-TZVPD basis set", "species": ["C", "N", "S", "Cl", "H", "H"], "xyz": [[1.7561, 0.1818, 0.0142], [0.3631, -0.0992, 0.1302], [2.5410, 1.5834, -0.0017], [2.5245, -1.3619, 0.0391], [-0.1295, 0.7453, 0.4174], [-0.1028, -0.9305, 0.5299]], "mulliken_charge": [0.40, -0.47, -0.27, -0.17, 0.25, 0.25], "multiplicity": 1, "total_charge": 0, "e_lumo_ev": 0.0883, "molar_mass_g_mol": 95.55, "smiles": "NC(=S)Cl"}

---

It comes down to arrangement ii, which is 108.6 kcal/mol more stable than the next structure.

---

Arrangement i

{"formula": "C8H24AlFO4", "method": "ωB97M-V with the def2-TZVPD basis set", "species": ["Al", "F", "C", "C", "O", "H", "H", "H", "H", "H", "H", "C", "C", "O", "H", "H", "H", "H", "H", "H", "C", "C", "O", "H", "H", "H", "H", "H", "H", "C", "C", "O", "H", "H", "H", "H", "H", "H"], "xyz": [[3.2760, 0.5422, -2.5629], [1.1959, 0.3527, -0.4337], [1.6186, -2.7258, 3.6901], [2.3283, -2.3773, 2.3861], [1.5755, -2.2026, 1.2222], [2.2795, -2.9522, 4.5268], [0.8504, -3.4985, 3.6625], [1.1864, -1.7568, 3.9398], [3.1158, -3.1271, 2.3101], [2.7632, -1.3783, 2.4160], [1.3640, -1.2733, 1.1075], [-1.8782, -1.9527, -1.1051], [-2.4414, -0.5354, -1.0273], [-1.5369, 0.3883, -1.6750], [-1.7068, -2.2519, -2.1391], [-2.7302, -2.5584, -0.7965], [-1.0969, -2.2457, -0.4037], [-2.5270, -0.3619, 0.0454], [-3.3760, -0.5937, -1.5851], [-0.7833, 0.4099, -1.0807], [-0.7073, 0.6781, 3.7340], [-0.2426, 1.4500, 2.4676], [1.0479, 0.9901, 2.2517], [-1.6587, 1.1138, 4.0393], [-0.0118, 0.8180, 4.5615], [-0.8082, -0.3789, 3.4878], [-0.2470, 2.5342, 2.5798], [-0.9110, 1.1702, 1.6533], [1.0559, 0.8750, 1.2986], [-0.3129, 3.2219, -4.4057], [0.0679, 1.7105, -4.6444], [0.3968, 1.2031, -3.3579], [-0.3255, 3.8047, -5.3268], [0.4348, 3.6968, -3.7704], [-1.1805, 3.3404, -3.7566], [0.9889, 1.7467, -5.2262], [-0.6945, 1.1998, -5.2325], [-0.3692, 0.9244, -2.8508]], "mulliken_charge": [1.06, -0.79, -0.64, -0.13, -0.30, 0.36, 0.31, 0.01, 0.33, 0.32, 0.29, -0.97, -0.18, -0.51, 0.31, 0.42, 0.22, 0.19, 0.38, 0.25, -1.11, 0.23, -0.26, 0.40, 0.35, 0.29, 0.35, 0.02, 0.32, -1.00, -0.12, -0.35, 0.37, 0.31, 0.30, 0.24, 0.28, 0.44], "multiplicity": 1, "total_charge": 2, "e_lumo_ev": -13.6791, "molar_mass_g_mol": 230.26}

---

Arrangement ii

{"formula": "C8H24AlFO4", "method": "ωB97M-V with the def2-TZVPD basis set", "species": ["Al", "F", "C", "C", "O", "H", "H", "H", "H", "H", "H", "C", "C", "O", "H", "H", "H", "H", "H", "H", "C", "C", "O", "H", "H", "H", "H", "H", "H", "C", "C", "O", "H", "H", "H", "H", "H", "H"], "xyz": [[0.2424, 1.2340, -3.9674], [-0.2295, 0.9563, -1.2262], [0.8545, 4.8267, 1.4490], [0.6828, 3.7967, 0.3692], [-0.4481, 3.0476, 0.5195], [0.2191, 5.6995, 1.2409], [1.8845, 5.1766, 1.3944], [0.5216, 4.4398, 2.4083], [1.6218, 3.1835, 0.2968], [0.6680, 4.1970, -0.6831], [-0.3994, 2.2719, -0.0966], [2.8673, -0.3662, 2.1175], [1.5887, -0.2373, 1.3743], [1.7769, -0.3190, 0.0208], [3.7498, 0.1311, 1.7306], [3.0128, -1.4232, 2.3793], [2.7467, 0.0663, 3.1236], [1.1721, 0.7922, 1.5376], [0.8531, -0.9861, 1.7458], [0.9341, -0.1017, -0.4331], [-2.6771, -2.1517, 1.5217], [-1.5722, -1.2806, 1.0129], [-2.0403, -0.2031, 0.3277], [-3.0731, -2.7395, 0.6757], [-3.5613, -1.5909, 1.8329], [-2.3320, -2.8254, 2.2984], [-0.8418, -1.8582, 0.4076], [-1.0251, -0.8656, 1.9283], [-1.3286, 0.2777, -0.1715], [-0.3996, -3.3256, -2.3183], [-0.9972, -1.9929, -2.7669], [-0.2192, -1.4823, -3.8888], [0.6638, -3.1849, -2.1032], [-0.5388, -4.1557, -3.0018], [-0.7853, -3.6266, -1.3317], [-1.0418, -1.2780, -1.9509], [-2.0287, -2.1650, -3.0890], [-0.5209, -1.9371, -4.6843]], "mulliken_charge": [0.96, -0.95, -1.16, 0.08, -0.31, 0.33, 0.37, 0.34, 0.26, 0.36, 0.39, -1.37, 0.53, -0.34, 0.39, 0.35, 0.39, 0.16, 0.06, 0.41, -1.45, 0.47, -0.36, 0.36, 0.37, 0.39, 0.26, 0.20, 0.37, -1.13, 0.34, -0.53, 0.30, 0.37, 0.31, -0.21, 0.36, 0.34], "multiplicity": 1, "total_charge": 2, "e_lumo_ev": -13.4131, "molar_mass_g_mol": 230.26}

---

It comes down to arrangement ii, which is 43.1 kcal/mol more stable than the next structure.

---

Arrangement i

{"formula": "C7H16N2", "method": "ωB97M-V with the def2-TZVPD basis set", "species": ["C", "C", "C", "C", "H", "H", "H", "H", "H", "H", "H", "H", "C", "C", "N", "N", "C", "H", "H", "H", "H", "H", "H", "H", "H"], "xyz": [[1.5718, -0.5837, 0.3135], [2.3925, 0.6474, 0.0157], [0.9930, 1.0170, -0.3268], [2.0844, -1.8501, -0.3469], [1.4109, -0.7012, 1.3828], [3.0646, 0.5618, -0.8346], [2.8553, 1.1620, 0.8562], [0.6582, 1.0333, -1.3518], [0.4416, 1.6148, 0.3814], [1.4991, -2.7173, -0.0370], [2.0213, -1.7583, -1.4321], [3.1200, -2.0524, -0.0601], [-1.2164, -1.4432, -0.2359], [-1.9327, 0.9038, 0.1646], [-1.7843, 0.8710, 1.5536], [-2.3359, 2.1587, -0.2961], [-1.7682, -0.1651, -0.6544], [-2.2916, 2.2551, -1.2998], [-2.5144, 1.3683, 2.0465], [-1.6469, -0.0564, 1.9259], [-1.8703, 2.9264, 0.1727], [-1.8284, 0.0234, -1.7186], [-0.0269, -1.1697, 0.0953], [-1.2609, -2.2083, -1.0065], [-1.6357, -1.8373, 0.6924]], "mulliken_charge": [0.09, -0.53, -0.51, -1.40, 0.29, 0.29, 0.27, 0.29, 0.23, 0.44, 0.32, 0.37, -0.87, 0.30, -0.47, -0.58, -0.19, 0.23, 0.24, 0.20, 0.27, 0.24, -0.25, 0.38, 0.35], "multiplicity": 1, "total_charge": 0, "e_lumo_ev": 1.0575, "molar_mass_g_mol": 128.22, "smiles": "CC=C(N)N.CC1CC1"}

---

Arrangement ii

{"formula": "C7H16N2", "method": "ωB97M-V with the def2-TZVPD basis set", "species": ["C", "C", "C", "H", "H", "H", "H", "H", "H", "H", "H", "C", "C", "C", "C", "N", "N", "H", "H", "H", "H", "H", "H", "H", "H"], "xyz": [[1.5354, 0.1643, 1.3105], [1.4789, -1.1290, 2.0776], [1.1372, 1.3437, 1.8486], [2.3050, 0.1939, 0.5440], [0.1540, -0.2040, 0.1420], [0.6944, -1.0977, 2.8363], [2.4330, -1.3131, 2.5764], [1.2916, -1.9722, 1.4107], [1.4950, 2.2845, 1.4585], [0.6148, 1.3707, 2.7946], [-0.5190, 1.7259, 0.7341], [-1.8395, -1.0579, -0.4243], [0.2040, -0.5848, -2.6555], [-0.8702, 0.1155, -0.4309], [-0.3772, 0.5102, -1.8102], [-1.3573, 1.2521, 0.2782], [-0.3597, 1.6929, -2.2497], [-1.9337, 0.9691, 1.0638], [-0.8299, 2.3477, -1.6233], [-2.1099, -1.3178, 0.5992], [-1.4132, -1.9318, -0.9087], [-2.7549, -0.7843, -0.9516], [0.8701, -1.2228, -2.0752], [-0.5952, -1.2082, -3.0564], [0.7463, -0.1471, -3.4889]], "mulliken_charge": [0.34, -1.14, -1.13, 0.28, -0.92, 0.32, 0.35, 0.29, 0.40, 0.33, 0.27, -1.73, -1.36, 1.83, 0.54, -0.73, -0.80, 0.30, 0.30, 0.46, 0.38, 0.41, 0.30, 0.31, 0.40], "multiplicity": 1, "total_charge": 0, "e_lumo_ev": 0.8576, "molar_mass_g_mol": 128.22, "smiles": "[H]/N=C(/C)[C@H](C)N.C=CC"}

---

It comes down to arrangement ii, which is 36.0 kcal/mol more stable than the next structure.

---

Arrangement i

{"formula": "C7H16N2", "method": "ωB97M-V with the def2-TZVPD basis set", "species": ["C", "C", "C", "N", "C", "N", "H", "H", "H", "H", "H", "H", "H", "H", "H", "H", "C", "C", "C", "H", "H", "H", "H", "H", "H"], "xyz": [[2.4551, 0.2493, 0.2952], [1.1859, -1.5922, -0.7165], [0.0252, 1.1706, 1.7321], [1.1157, -0.2576, -0.0901], [0.0044, -0.1657, 1.0440], [-0.4321, -1.1939, 1.6479], [-0.3035, -2.0750, 1.1620], [2.8577, -0.3557, 1.1078], [2.3767, 1.2831, 0.6171], [3.1212, 0.1929, -0.5649], [1.8566, -1.5445, -1.5731], [0.1905, -1.8664, -1.0569], [1.5596, -2.3264, -0.0034], [0.2239, 1.9945, 1.0509], [-0.9545, 1.3287, 2.1745], [0.7708, 1.1683, 2.5343], [-2.3023, -0.5953, -1.0604], [-1.3315, 0.5115, -0.7602], [-1.6456, 1.7773, -1.0480], [0.4630, 0.3321, -0.7276], [-1.9466, -1.2263, -1.8852], [-3.3038, -0.2382, -1.3396], [-2.4173, -1.2534, -0.1905], [-2.5878, 2.0702, -1.5250], [-0.9813, 2.6121, -0.8243]], "mulliken_charge": [-0.87, -1.07, -1.58, 0.05, 0.93, -0.82, 0.24, 0.34, 0.32, 0.37, 0.38, 0.30, 0.44, 0.33, 0.39, 0.36, -1.43, 0.53, -0.91, 0.31, 0.23, 0.42, 0.24, 0.30, 0.20], "multiplicity": 1, "total_charge": 0, "e_lumo_ev": 0.5399, "molar_mass_g_mol": 128.22}

---

Arrangement ii

{"formula": "C7H16N2", "method": "ωB97M-V with the def2-TZVPD basis set", "species": ["C", "C", "C", "C", "C", "N", "N", "C", "C", "H", "H", "H", "H", "H", "H", "H", "H", "H", "H", "H", "H", "H", "H", "H", "H"], "xyz": [[0.6452, -0.0508, -0.2764], [-0.8386, -0.3120, 0.1211], [0.8136, -0.0098, -1.8095], [1.2131, 1.2630, 0.3007], [-1.1302, -0.4735, 1.6162], [1.6222, -1.1250, 0.2791], [1.0635, -2.4130, 0.5589], [-1.7989, 0.7627, -0.5304], [-2.0153, 2.0068, -0.0972], [2.4315, -1.2109, -0.3458], [-1.1563, -1.2466, -0.3624], [1.0602, -3.0319, -0.2531], [1.6150, -2.8829, 1.2816], [-2.3610, 0.4059, -1.3937], [0.4103, -0.9078, -2.2873], [0.3195, 0.8655, -2.2467], [0.7960, 2.1445, -0.1946], [1.0343, 1.3553, 1.3757], [2.2980, 1.3229, 0.1476], [1.8715, 0.0716, -2.0853], [-0.5831, 0.2394, 2.2359], [-2.1974, -0.3524, 1.8318], [-0.8751, -1.4847, 1.9543], [-2.7476, 2.6475, -0.5817], [-1.4905, 2.4161, 0.7609]], "mulliken_charge": [1.20, 0.45, -1.82, -1.80, -1.41, -0.28, -0.56, -0.48, -0.84, 0.30, 0.47, 0.20, 0.22, 0.36, 0.38, 0.40, 0.38, 0.31, 0.43, 0.45, 0.28, 0.41, 0.37, 0.31, 0.26], "multiplicity": 1, "total_charge": 0, "e_lumo_ev": 1.0079, "molar_mass_g_mol": 128.22, "smiles": "C=C[C@H](C)C(C)(C)NN"}

---

Arrangement iii

{"formula": "C7H16N2", "method": "ωB97M-V with the def2-TZVPD basis set", "species": ["C", "C", "C", "C", "C", "C", "C", "H", "H", "H", "H", "H", "H", "H", "H", "H", "H", "H", "H", "H", "H", "H", "H", "N", "N"], "xyz": [[-2.9667, -0.6327, 0.4672], [-2.3091, 0.5721, -0.1557], [-0.8863, 0.0557, -0.4984], [1.0876, -0.3397, 0.1354], [2.1538, 0.2879, 1.0071], [1.8974, -1.5219, -0.6551], [0.6573, 0.7965, -0.6848], [-2.5567, -0.8513, 1.3181], [-4.0623, -0.2762, 0.5065], [-2.8980, -1.2547, -0.5454], [-2.9359, 0.7079, -1.0974], [-2.2475, 1.5923, 0.3872], [-0.8397, -0.6655, -1.3478], [-0.4375, -1.8334, 0.7005], [2.1185, 1.6595, 1.1459], [3.0994, -0.0621, -0.0496], [2.1839, -0.2955, 2.1977], [3.0416, -1.1844, -0.5536], [1.8121, -2.4513, 0.0722], [1.4429, -1.5966, -1.6669], [0.6541, 0.8813, -1.8675], [0.2146, 2.2012, 0.9375], [1.3670, 2.7520, -0.3104], [-0.1886, -0.6898, 0.6452], [0.5979, 2.1487, -0.0879]], "mulliken_charge": [-1.13, -0.62, -0.25, 0.50, -0.87, -0.99, 0.08, 0.49, 0.31, 0.25, 0.26, 0.25, 0.30, 0.35, 0.23, 0.15, 0.22, 0.31, 0.32, 0.30, 0.31, 0.32, 0.25, -0.48, -0.83], "multiplicity": 1, "total_charge": 0, "e_lumo_ev": 0.8632, "molar_mass_g_mol": 128.22}

---

It comes down to arrangement ii, which is 59.0 kcal/mol more stable than the next structure.

---

Arrangement i

{"formula": "C6H11N3O2S", "method": "ωB97M-V with the def2-TZVPD basis set", "species": ["C", "C", "C", "C", "C", "C", "N", "N", "N", "O", "O", "S", "H", "H", "H", "H", "H", "H", "H", "H", "H", "H", "H"], "xyz": [[-0.5537, -1.5397, -0.9852], [-1.8649, 0.3621, -0.4478], [-3.2513, -0.1585, -0.0630], [2.6630, 0.0192, -0.4019], [1.7811, -0.7671, 0.5956], [0.3265, -0.0454, 0.6806], [-0.6262, -0.4106, -0.3474], [-3.5544, -1.4669, -0.7413], [-3.3868, -1.4568, -1.9498], [-3.0126, -2.6753, -2.3913], [-3.3870, -0.5252, -2.7210], [-1.0492, -2.7497, -1.8525], [-2.1525, 0.7476, -1.5197], [-1.7258, 1.3434, 0.1978], [-3.4507, -0.5437, 0.9844], [-4.0857, 0.6144, -0.2507], [2.4133, 1.0797, -0.0675], [3.7299, -0.2437, -0.3120], [2.3911, -0.1574, -1.4606], [2.1064, -0.7689, 1.6366], [1.5565, -1.9259, 0.2582], [-0.0163, -0.4384, 1.7407], [0.3877, 0.9570, 0.6782]], "mulliken_charge": [0.39, -0.79, -0.34, -0.92, -0.36, -0.73, 0.18, -0.56, 1.07, -0.63, -0.68, -0.04, 0.36, 0.29, 0.32, 0.28, 0.25, 0.34, 0.24, 0.36, 0.26, 0.23, 0.48], "multiplicity": 1, "total_charge": 0, "e_lumo_ev": 0.0251, "molar_mass_g_mol": 189.24}

---

Arrangement ii

{"formula": "C6H11N3O2S", "method": "ωB97M-V with the def2-TZVPD basis set", "species": ["C", "C", "C", "C", "C", "C", "N", "N", "N", "O", "O", "S", "H", "H", "H", "H", "H", "H", "H", "H", "H", "H", "H"], "xyz": [[-0.2327, 0.1817, -0.3303], [2.4072, 1.1744, 0.6807], [-2.6485, -0.0832, -1.4301], [-2.2646, 1.1742, -0.4951], [-1.4607, -0.6234, -2.1541], [1.7324, -0.0853, 0.6193], [-0.9596, 1.0052, 0.1649], [3.1641, 1.5044, -0.2803], [2.1307, -1.7771, 2.6256], [-0.0885, -1.7643, 1.5627], [-0.2435, -0.6839, -1.3073], [0.8799, -0.7321, 2.0227], [2.0445, 1.7774, 1.6319], [-3.0602, -1.0128, -0.8603], [-3.5199, 0.3663, -2.0573], [-2.2237, 2.0809, -1.2134], [-2.9347, 1.2169, 0.4561], [-1.7875, -1.6013, -2.4605], [-1.2530, 0.1584, -3.0251], [2.1833, -0.6580, -0.0969], [3.6646, 2.4078, -0.2212], [2.6438, -1.3162, 3.3515], [1.8266, -2.7100, 2.8164]], "mulliken_charge": [0.42, 0.18, -0.57, -0.52, -0.41, -0.43, -0.35, -0.64, -0.52, -0.62, -0.32, 0.54, 0.23, 0.28, 0.32, 0.29, 0.31, 0.36, 0.26, 0.46, 0.25, 0.24, 0.25], "multiplicity": 1, "total_charge": 0, "e_lumo_ev": 0.0822, "molar_mass_g_mol": 189.24}

---

It comes down to arrangement ii, which is 46.2 kcal/mol more stable than the next structure.